DFT (the ωB97M-V functional and the def2-TZVPD basis) results for a cluster of 2 separate species, C2H5NO in total in a non-equilibrium geometry.

Summary:
E_HOMO	-8.228	eV
E	-209.07740	Eh
net charge	0
orbital gap	8.81	eV
energy relative to the best compared isomer or geometry (same formula, charge and spin)	3.944	eV

CARTESIAN COORDINATES (ANGSTROEM)
C1 1.0886 0.9523 0.9823
C2 -0.5726 -0.4904 -0.8531
N1 -0.6779 -0.0894 0.5029
O1 1.7421 1.0078 0.0610
H1 0.9504 1.4919 1.9404
H2 -1.4592 -0.0931 -1.3561
H3 0.3572 -0.1869 -1.3074
H4 -0.6266 -1.6312 -0.9284
H5 -0.8019 -0.9611 0.9583

Forces on the atoms, in the same order (eV/Å):
C -5.47 -2.29 1.05
C -0.67 -1.71 -0.51
N 2.17 2.44 1.54
O 2.52 0.66 -2.01
H 0.26 -0.36 -0.32
H 0.38 0.08 -0.63
H 0.33 0.32 -0.52
H 0.17 1.34 -0.22
H 0.32 -0.46 1.62

Results of the natural (NBO) charge analysis, in e, for atoms 1 through 4:
1. C 0.59
2. C -0.44
3. N -0.76
4. O -0.45

DFT (the ωB97M-V functional and the def2-TZVPD basis) results for a structure of composition C2H5NO in a non-equilibrium geometry.

Summary:
E_HOMO	-8.004	eV
E	-209.05033	Eh
net charge	0
orbital gap	8.38	eV
energy relative to the best compared isomer or geometry (same formula, charge and spin)	4.680	eV

CARTESIAN COORDINATES (ANGSTROEM)
C1 1.8818 -0.4933 -0.0081
C2 -0.5944 -0.5556 -0.0249
N1 0.6502 -0.7292 -0.1308
O1 -1.5241 -1.3920 0.1377
H1 2.3062 -0.4788 1.0409
H2 2.5041 -0.5205 -0.8308
H3 0.0885 2.3276 -1.2549
H4 0.1939 1.9320 -0.5836
H5 -1.3200 -2.2919 0.4006

Forces on the atoms, in the same order (eV/Å):
C -0.21 -0.60 3.13
C 2.75 2.71 -0.44
N -1.63 -0.27 0.01
O -2.54 -1.58 0.32
H -0.33 0.37 -1.33
H 1.29 0.02 -1.62
H 0.26 -0.62 1.19
H -0.23 0.71 -1.23
H 0.64 -0.75 -0.03

Results of the natural (NBO) charge analysis, in e, for atoms 1 through 4:
1. C -0.15
2. C 0.38
3. N -0.40
4. O -0.64

DFT (the ωB97M-V functional and the def2-TZVPD basis) results for an isolated molecule of C2H5NO in a non-equilibrium geometry.

Summary:
E_HOMO	-9.303	eV
E	-209.08720	Eh
SMILES	C[C@@H]1NO1
net charge	0
orbital gap	10.38	eV
energy relative to the best compared isomer or geometry (same formula, charge and spin)	3.677	eV

CARTESIAN COORDINATES (ANGSTROEM)
C1 -0.8381 -0.2271 -0.5600
C2 0.5722 -0.2395 0.1021
N1 -1.7469 0.7211 -0.0716
O1 -1.9702 -0.5881 0.3212
H1 -0.9183 -0.4489 -1.6389
H2 0.4215 -0.5693 1.1208
H3 0.8525 0.8430 0.2413
H4 1.3473 -0.9411 -0.2471
H5 -1.3605 1.2707 0.7321

Forces on the atoms, in the same order (eV/Å):
C 0.74 -0.47 0.96
C -1.08 0.62 0.50
N -0.23 3.44 -0.23
O 1.18 -2.09 -0.59
H -0.20 -0.15 0.78
H -0.32 -0.12 0.45
H 0.43 -1.17 -0.68
H -0.39 0.76 -0.59
H -0.13 -0.81 -0.59

Results of the natural (NBO) charge analysis, in e, for atoms 1 through 4:
1. C 0.19
2. C -0.68
3. N -0.33
4. O -0.37

DFT (the ωB97M-V functional and the def2-TZVPD basis) results for a cluster of 2 separate species, C2H5NO2 in total in a non-equilibrium geometry.

Summary:
E_HOMO (spin up / spin down)	0.410 / -2.868	eV
E	-284.39030	Eh
⟨S²⟩	0.75
net charge	-1
spin multiplicity	2
orbital gap (spin up / spin down)	3.73 / 6.95	eV
energy relative to the best compared isomer or geometry (same formula, charge and spin)	1.295	eV

CARTESIAN COORDINATES (ANGSTROEM)
O1 -1.6017 -0.5629 -0.4949
C1 -2.2280 0.0483 0.4489
H1 -2.2717 1.1553 0.4701
H2 -2.9367 -0.4793 1.1168
C2 1.2206 -0.3919 0.2045
N1 1.8789 0.3286 -0.7498
O2 1.3421 -0.2495 1.4049
H3 0.5527 -1.1743 -0.1756
H4 1.3669 0.4156 -1.6135
H5 2.6769 0.9100 -0.6113

Forces on the atoms, in the same order (eV/Å):
O 0.37 -0.27 -0.41
C -0.35 0.37 0.25
H -0.06 -0.16 0.08
H 0.12 0.08 -0.09
C -0.27 -0.47 1.25
N -0.52 -0.44 -1.02
O 0.70 0.13 -0.20
H -0.19 0.41 -0.35
H 0.26 -0.05 -0.08
H -0.06 0.40 0.56

Results of the natural (NBO) charge analysis, in e, for atoms 1 through 4:
1. O -0.84
2. C -0.22
3. H 0.05
4. H 0.06

DFT (the ωB97M-V functional and the def2-TZVPD basis) results for an isolated molecule of C2H5NO2 in a non-equilibrium geometry.

Summary:
E_HOMO	-9.934	eV
E	-284.36253	Eh
SMILES	OC/C=N\O
net charge	0
orbital gap	10.74	eV
energy relative to the best compared isomer or geometry (same formula, charge and spin)	2.853	eV

CARTESIAN COORDINATES (ANGSTROEM)
C1 -0.1656 0.6746 -0.3543
C2 -0.1091 -0.2561 0.8295
H1 -1.1144 2.3133 -0.6658
H2 0.8450 1.1081 -0.5542
H3 -0.5365 0.0922 -1.2686
H4 -0.5147 0.1649 1.7883
H5 1.3092 -2.6242 -0.2168
N1 0.4300 -1.4138 0.8304
O1 -1.0707 1.6863 0.0526
O2 0.9267 -1.7453 -0.4412

Forces on the atoms, in the same order (eV/Å):
C -0.19 -0.78 -0.40
C 0.49 -0.05 0.36
H -0.19 0.39 -0.16
H -0.58 -0.47 -0.01
H 0.57 0.85 1.08
H 0.42 -0.78 -0.96
H -0.30 0.86 -0.66
N -0.66 1.02 0.25
O 0.03 0.01 -0.24
O 0.41 -1.05 0.74

Results of the natural (NBO) charge analysis, in e, for atoms 1 through 4:
1. C -0.14
2. C 0.03
3. H 0.47
4. H 0.19

DFT (the ωB97M-V functional and the def2-TZVPD basis) results for an isolated molecule of C2H5NO2 in a non-equilibrium geometry.

Summary:
E_HOMO	-9.424	eV
E	-284.21293	Eh
SMILES	C=CNOO
net charge	0
orbital gap	10.52	eV
energy relative to the best compared isomer or geometry (same formula, charge and spin)	6.924	eV

CARTESIAN COORDINATES (ANGSTROEM)
C1 -2.0588 -0.1199 -0.1500
C2 -0.8933 0.4386 -0.0011
N1 0.6213 -0.5310 -0.1485
O1 2.6135 0.5444 -0.3658
O2 1.6223 0.0284 0.5634
H1 -2.9552 0.4742 -0.0576
H2 -2.1881 -1.1644 -0.3715
H3 -0.6023 1.4450 0.2206
H4 0.3940 -1.4443 0.2320
H5 3.4467 0.3289 0.0785

Forces on the atoms, in the same order (eV/Å):
C -0.33 -0.05 -0.06
C 4.35 -2.32 -0.01
N -3.77 2.23 -0.80
O -0.17 0.14 -0.57
O -0.11 0.01 0.99
H -0.08 0.11 -0.03
H 0.06 -0.27 -0.03
H 0.01 0.30 0.02
H 0.27 0.07 0.32
H -0.22 -0.22 0.18

Results of the natural (NBO) charge analysis, in e, for atoms 1 through 4:
1. C -0.47
2. C 0.00
3. N -0.34
4. O -0.46